[1]
{"formula": "C23H19FIrN3O3", "method": "wB97M-V/def2-TZVPD", "mol_weight_g_mol": 596.64, "total_charge": 3, "s2": 8.786, "multiplicity": 6, "e_tot_ev": -40299.1238, "symbols": ["Ir", "N", "C", "C", "C", "C", "C", "C", "C", "C", "N", "C", "H", "H", "H", "H", "H", "H", "H", "H", "C", "C", "C", "C", "C", "C", "C", "F", "C", "C", "C", "O", "C", "C", "N", "C", "C", "O", "O", "H", "H", "H", "H", "H", "H", "H", "H", "H", "H", "H"], "coordinates": [[-1.926927, -1.942787, -0.222686], [-3.936357, -1.232846, -1.085926], [-3.793558, -1.302618, -2.530041], [-4.559699, -0.587211, -3.407333], [-4.428630, -0.804422, -4.794215], [-3.562002, -1.746117, -5.275670], [-2.739914, -2.480501, -4.387097], [-1.837376, -3.487353, -4.792666], [-1.079491, -4.160244, -3.859513], [-1.173754, -3.800242, -2.521324], [-2.006071, -2.839516, -2.103769], [-2.834260, -2.213879, -3.008679], [-4.343263, -0.352745, -0.776592], [-4.562231, -1.975389, -0.766789], [-5.298152, 0.115874, -3.040143], [-5.051159, -0.244107, -5.477930], [-3.500473, -1.942115, -6.338413], [-1.754225, -3.736141, -5.843983], [-0.400498, -4.949669, -4.147931], [-0.566174, -4.283629, -1.766177], [3.223484, 0.436422, 4.815744], [2.792804, 1.613701, 3.959207], [3.980552, 2.365958, 3.392971], [3.525779, 3.529461, 2.531315], [2.615431, 3.071189, 1.447937], [2.501454, 3.771745, 0.270128], [1.641828, 3.312591, -0.716403], [1.528852, 3.966136, -1.832898], [0.866689, 2.139179, -0.567760], [0.953190, 1.415788, 0.600902], [0.136104, 0.214166, 0.770904], [-0.609041, -0.154729, -0.177723], [0.259917, -0.433065, 2.034007], [1.123606, 0.073528, 2.964635], [1.901618, 1.170683, 2.792100], [1.825798, 1.864662, 1.635196], [-0.487060, -1.656812, 2.484806], [-0.343513, -2.146045, 3.553191], [-1.359365, -2.175731, 1.573575], [3.991750, 0.797674, 5.498590], [3.669964, -0.357945, 4.215191], [2.428732, 0.031044, 5.439006], [2.154814, 2.294027, 4.531189], [4.618826, 1.681658, 2.827283], [4.572969, 2.733975, 4.229205], [4.366003, 4.070001, 2.095352], [2.975842, 4.260012, 3.141099], [3.075751, 4.673227, 0.095551], [0.214652, 1.832895, -1.374472], [1.206784, -0.429740, 3.917044]], "atomic_forces_ev_per_a": [[0.4, -0.2, -0.1], [0.0, -0.2, 0.2], [0.1, 0.0, 0.0], [-0.1, 0.0, 0.0], [0.0, 0.1, 0.0], [0.1, -0.1, 0.0], [0.0, 0.0, 0.0], [0.0, 0.0, 0.0], [0.0, 0.0, 0.0], [0.0, -0.1, -0.1], [-0.1, 0.1, 0.1], [0.0, 0.1, 0.0], [0.1, 0.1, 0.0], [-0.1, 0.1, 0.0], [0.0, 0.0, 0.0], [0.0, 0.0, 0.0], [0.0, 0.0, 0.0], [0.0, 0.0, 0.0], [0.0, 0.0, 0.0], [0.0, 0.0, 0.0], [0.0, 0.0, 0.0], [0.0, 0.0, -0.1], [0.0, 0.0, 0.0], [0.0, 0.0, 0.0], [0.0, 0.0, 0.0], [0.0, 0.0, 0.0], [0.0, 0.0, 0.0], [0.0, 0.0, 0.0], [0.0, 0.0, 0.0], [0.0, 0.0, 0.0], [0.0, 0.0, 0.0], [-0.1, 0.0, 0.0], [0.0, 0.0, 0.1], [-0.1, -0.1, 0.0], [0.1, 0.1, 0.0], [0.0, 0.0, 0.0], [-0.1, -0.1, -0.1], [0.0, 0.0, 0.0], [-0.1, 0.2, 0.0], [0.0, 0.0, 0.0], [0.0, 0.0, 0.0], [0.0, 0.0, 0.0], [0.0, 0.0, 0.0], [0.0, 0.0, 0.0], [0.0, 0.0, 0.0], [0.0, 0.0, 0.0], [0.0, 0.0, 0.0], [0.0, 0.0, 0.0], [0.0, 0.0, 0.0], [0.0, 0.0, 0.0]]}


[2]
{"formula": "C41H53BHgN16S7", "method": "wB97M-V/def2-TZVPD", "mol_weight_g_mol": 1205.86, "total_charge": -1, "s2": 0.755, "multiplicity": 2, "e_tot_ev": -147925.2923, "symbols": ["Hg", "C", "C", "C", "C", "N", "C", "C", "N", "B", "N", "C", "C", "N", "C", "S", "C", "C", "C", "C", "N", "C", "C", "N", "C", "S", "C", "C", "C", "C", "C", "S", "H", "H", "H", "H", "H", "H", "H", "H", "H", "H", "H", "H", "H", "H", "H", "H", "H", "H", "H", "H", "H", "H", "H", "H", "H", "H", "H", "H", "H", "H", "H", "H", "H", "H", "N", "C", "N", "C", "N", "N", "C", "N", "C", "C", "C", "C", "C", "N", "H", "H", "H", "H", "H", "H", "H", "H", "C", "N", "C", "C", "N", "C", "S", "H", "H", "H", "H", "H", "H", "S", "C", "S", "C", "N", "N", "C", "C", "C", "C", "C", "C", "S", "H", "H", "H", "H", "H"], "coordinates": [[-0.329695, 0.577900, -0.704557], [0.461689, -1.017521, -4.869655], [-0.673923, -1.968374, -5.237532], [-0.078834, -3.192788, -5.930204], [-1.664509, -1.310173, -6.203981], [-1.385596, -2.408523, -4.003432], [-1.472351, -3.733865, -3.605007], [-2.219409, -3.768890, -2.494161], [-2.617753, -2.486287, -2.190625], [-3.482812, -2.309674, -0.916077], [-2.642192, -2.627754, 0.341991], [-3.305186, -3.085569, 1.458013], [-2.405691, -3.307444, 2.421364], [-1.153848, -2.968605, 1.919071], [-1.310741, -2.543187, 0.619197], [-0.094955, -2.081816, -0.477847], [0.026301, -3.099384, 2.824914], [1.310420, -2.453668, 2.319488], [-0.338552, -2.421549, 4.154667], [0.281304, -4.596203, 3.028300], [-4.240192, -0.960175, -0.871543], [-5.247690, -0.777273, -1.796199], [-5.799316, 0.420732, -1.590317], [-5.126090, 1.020240, -0.527965], [-4.147851, 0.152191, -0.089656], [-3.034997, 0.365526, 1.170567], [-5.616477, 2.343293, -0.046253], [-7.040392, 2.135663, 0.484035], [-5.615678, 3.303180, -1.242383], [-4.775312, 2.976514, 1.055546], [-2.093811, -1.640243, -3.103121], [-2.274252, 0.050256, -3.121573], [0.963771, -0.670539, -5.775842], [1.188770, -1.522209, -4.231709], [0.090983, -0.151922, -4.331677], [0.420846, -2.858760, -6.839226], [-0.850892, -3.912647, -6.210248], [0.661336, -3.687164, -5.297871], [-1.156271, -1.066335, -7.139863], [-2.065874, -0.397790, -5.773592], [-2.495010, -1.988487, -6.417972], [-0.977524, -4.540502, -4.109756], [-2.506475, -4.603373, -1.877369], [-4.345307, -3.163157, -0.972833], [-4.374673, -3.206572, 1.466951], [-2.550000, -3.670394, 3.421641], [1.187041, -1.391939, 2.119946], [1.673417, -2.925951, 1.413149], [2.066695, -2.561973, 3.101900], [-0.753732, -1.431610, 3.957739], [0.559802, -2.305325, 4.760889], [-1.064770, -2.994616, 4.732561], [0.552639, -5.053427, 2.075106], [-0.599839, -5.106887, 3.423555], [1.106645, -4.734867, 3.729347], [-5.475258, -1.523557, -2.538378], [-6.581774, 0.916413, -2.134485], [-7.691999, 1.708736, -0.279398], [-7.459376, 3.091995, 0.803768], [-7.021251, 1.457165, 1.338755], [-6.358184, 3.033958, -1.995544], [-4.629353, 3.298439, -1.707025], [-5.832536, 4.315693, -0.898614], [-4.729601, 2.355245, 1.943422], [-5.232982, 3.936218, 1.313032], [-3.756485, 3.147806, 0.714643], [-0.788136, 1.770941, 3.238521], [-0.584651, 2.955410, 2.658505], [-0.354404, 4.010026, 3.450975], [-0.228110, 5.162287, 2.807892], [0.025096, 6.263099, 3.558301], [-0.324546, 5.339332, 1.485123], [-0.536491, 4.215355, 0.798023], [-0.673333, 3.013759, 1.313711], [-0.662693, 4.374201, -0.684343], [-0.498109, 5.636098, -1.250736], [-0.637378, 5.781564, -2.619728], [-0.923453, 4.664195, -3.385619], [-1.059498, 3.445113, -2.739306], [-0.946554, 3.303061, -1.424345], [-0.532955, 1.651576, 4.200531], [-0.868571, 0.973194, 2.628858], [0.011149, 6.171115, 4.556279], [0.011780, 7.164596, 3.122454], [-0.272622, 6.470654, -0.604313], [-0.531336, 6.754581, -3.082645], [-1.044512, 4.731330, -4.458722], [-1.276575, 2.537566, -3.295393], [3.261835, -1.502787, -1.608931], [4.006585, -0.289913, -1.357304], [5.175265, -0.181298, -0.621287], [5.506055, 1.119920, -0.575690], [4.528247, 1.794959, -1.288485], [3.596086, 0.933621, -1.766838], [2.287782, 1.305110, -2.748273], [3.838353, -2.351961, -1.250301], [3.076347, -1.597551, -2.678303], [2.302776, -1.471992, -1.089164], [5.639379, -1.034938, -0.159492], [6.329104, 1.622359, -0.098187], [4.442332, 2.788811, -1.387606], [6.849730, 2.349654, 3.947714], [5.663900, 1.399948, 3.263742], [4.207168, 2.107409, 2.636270], [3.569701, 0.492743, 2.182088], [4.423117, -0.431767, 2.493214], [5.585322, 0.052458, 3.088958], [6.507159, -0.968235, 3.475458], [6.076955, -2.299155, 3.383969], [6.923190, -3.336924, 3.734966], [8.211481, -3.082965, 4.184207], [8.637502, -1.769155, 4.272466], [7.804533, -0.714130, 3.920130], [2.068124, 0.304419, 1.454244], [5.078509, -2.503166, 3.034046], [6.565500, -4.356518, 3.653489], [8.872083, -3.897089, 4.456639], [9.639299, -1.543282, 4.618627], [8.168092, 0.294166, 3.995543]], "atomic_forces_ev_per_a": [[-0.2, 0.3, -0.1], [0.0, 0.0, 0.0], [0.0, 0.1, 0.0], [0.0, 0.0, 0.1], [0.0, 0.0, 0.1], [-0.1, 0.0, 0.1], [0.1, -0.1, 0.0], [-0.2, -0.1, 0.0], [-0.1, -0.2, -0.1], [0.2, 0.3, -0.1], [0.1, 0.0, 0.2], [-0.1, 0.0, -0.2], [0.2, 0.0, 0.1], [-0.3, 0.2, -0.1], [-0.4, -0.3, 0.4], [0.1, -0.3, 0.0], [0.4, -0.3, 0.1], [-0.6, -0.5, 0.1], [0.0, 0.0, -0.1], [-0.1, 0.0, 0.0], [-0.1, 0.2, 0.0], [0.0, -0.2, 0.1], [0.0, 0.2, 0.0], [0.1, -0.1, -0.1], [0.0, -0.2, -0.1], [-0.1, 0.1, 0.0], [-0.1, 0.0, 0.1], [0.1, 0.0, 0.0], [0.0, -0.1, 0.0], [0.1, -0.1, -0.1], [0.2, 0.1, -0.3], [0.0, 0.1, 0.0], [0.0, -0.1, 0.0], [0.0, 0.0, 0.0], [0.0, 0.0, 0.1], [0.0, 0.0, 0.0], [0.0, 0.0, 0.0], [0.0, 0.0, -0.1], [0.0, 0.0, 0.0], [0.0, 0.1, 0.0], [0.0, 0.0, 0.0], [0.0, 0.1, 0.0], [0.0, 0.0, 0.0], [0.0, -0.1, 0.0], [0.0, 0.0, 0.0], [0.0, 0.0, 0.0], [-0.1, -0.6, 0.2], [0.1, 0.0, -0.1], [0.0, 0.0, 0.0], [0.0, 0.0, 0.0], [0.0, 0.0, 0.0], [0.0, 0.0, 0.0], [0.0, 0.0, 0.0], [0.0, 0.0, 0.0], [0.0, 0.0, 0.0], [0.0, 0.0, 0.0], [0.0, 0.0, 0.1], [0.0, 0.0, 0.0], [0.0, 0.0, 0.0], [0.0, 0.0, 0.0], [0.0, 0.0, 0.0], [0.0, 0.0, 0.0], [0.0, 0.0, 0.0], [0.0, 0.0, 0.0], [0.0, 0.0, -0.1], [0.1, 0.0, 0.1], [-0.1, -0.2, -0.1], [0.0, 0.4, -0.2], [0.0, -0.1, 0.1], [0.0, 0.0, -0.2], [0.0, 0.0, 0.1], [0.1, 0.1, 0.0], [-0.1, 0.0, 0.2], [0.0, -0.2, 0.0], [0.0, 0.1, -0.3], [0.0, 0.0, 0.1], [0.0, 0.0, 0.0], [0.0, 0.1, 0.0], [-0.1, -0.1, 0.0], [0.0, 0.0, 0.2], [0.0, 0.0, 0.0], [0.1, -0.1, 0.0], [0.0, 0.0, 0.0], [0.0, 0.0, 0.0], [0.0, 0.0, 0.0], [0.0, 0.0, 0.0], [0.0, 0.0, 0.0], [0.0, 0.0, 0.0], [-0.1, 0.0, 0.0], [0.1, 0.1, 0.1], [0.0, -0.1, 0.0], [0.0, 0.1, 0.0], [0.1, -0.1, 0.2], [0.2, 0.0, -0.1], [-0.2, 0.0, 0.0], [0.0, 0.0, 0.0], [0.0, 0.0, 0.0], [0.1, 0.0, 0.0], [0.0, 0.0, 0.0], [-0.1, 0.0, 0.0], [-0.1, 0.0, -0.1], [0.1, 0.1, 0.0], [-0.1, -0.2, -0.1], [-0.1, -0.5, 0.0], [0.5, 0.7, 0.4], [0.0, -0.4, 0.0], [-0.1, 0.3, -0.1], [0.0, -0.1, 0.0], [0.0, 0.0, 0.0], [0.0, 0.0, 0.0], [0.0, 0.0, 0.0], [0.0, 0.0, 0.0], [0.0, 0.0, 0.0], [0.4, 1.4, -0.7], [0.0, 0.0, 0.0], [0.0, 0.0, 0.0], [0.0, 0.0, 0.0], [0.0, 0.0, 0.0], [0.0, 0.1, 0.0]]}